(1)
The following is a DFT calculation (the ωB97M-V functional and the def2-TZVPD basis) of a molecular structure, C32H35Br2KN3O5S4.

Results
Charge   -1
LUMO   0.0758 Ha
Energy relative to the best compared isomer or geometry (same formula, charge and spin)   2.329 eV
HOMO level   -5.42 eV
Frontier orbital gap   7.48 eV

Each line ends with the Löwdin charge.
CARTESIAN COORDINATES (ANGSTROEM)
K: 0.13 0.53 -1.50  0.915
C: -0.66 2.07 3.67  -0.547
C: -1.66 0.94 3.84  -0.534
S: -2.36 0.40 2.24  0.894
C: -3.37 -1.01 2.83  -0.535
C: -2.56 -2.21 3.27  -0.529
S: -1.88 -3.11 1.83  0.841
C: -0.36 -3.81 2.54  -0.543
C: 0.69 -2.80 2.96  -0.533
S: 0.98 -1.52 1.66  0.869
C: 2.26 -0.57 2.53  -0.541
C: 1.71 0.46 3.49  -0.504
S: 0.76 1.73 2.56  0.873
H: -1.15 2.91 3.18  0.064
H: -0.28 2.38 4.64  0.072
H: -1.18 0.08 4.31  0.050
H: -2.48 1.28 4.48  0.075
H: -4.01 -0.66 3.65  0.071
H: -3.99 -1.27 1.98  0.060
H: -1.71 -1.92 3.88  0.044
H: -3.19 -2.90 3.84  0.072
H: -0.64 -4.44 3.39  0.072
H: 0.04 -4.44 1.74  0.069
H: 0.39 -2.29 3.88  0.056
H: 1.63 -3.31 3.15  0.073
H: 2.92 -1.27 3.05  0.079
H: 2.79 -0.07 1.73  0.023
H: 1.04 0.03 4.23  0.057
H: 2.53 0.97 4.01  0.069
Br: 3.99 -1.72 -1.36  0.785
C: 3.09 -0.65 -2.62  -0.757
C: 3.73 0.46 -3.13  -0.121
C: 3.02 1.18 -4.09  -0.054
C: 1.75 0.77 -4.44  -0.015
C: 1.20 -0.35 -3.83  -0.226
N: 1.89 -1.06 -2.94  0.084
C: -0.29 -0.70 -3.99  -0.704
O: -1.01 0.16 -3.43  -0.147
O: -0.62 -1.72 -4.59  0.007
H: 4.71 0.75 -2.80  0.105
H: 3.48 2.06 -4.53  0.112
H: 1.18 1.32 -5.17  0.118
Br: 5.28 6.07 -0.46  0.678
C: 5.00 4.22 -0.09  -0.672
C: 5.97 3.54 0.62  -0.149
C: 5.79 2.19 0.87  -0.079
C: 4.64 1.55 0.42  -0.036
C: 3.67 2.26 -0.26  -0.111
C: 3.85 3.61 -0.53  -0.062
C: 2.38 1.60 -0.74  -0.715
O: 1.68 2.25 -1.53  -0.104
O: 2.14 0.46 -0.32  -0.245
H: 6.85 4.06 0.98  0.090
H: 6.54 1.64 1.41  0.100
H: 4.51 0.49 0.58  0.073
H: 3.08 4.13 -1.08  0.114
C: -5.36 -0.91 -3.33  -0.014
N: -4.55 -0.99 -2.14  -0.065
N: -3.85 0.15 -1.75  0.056
C: -2.64 -0.19 -1.17  -0.469
O: -1.91 0.62 -0.62  -0.177
C: -2.57 -1.62 -1.29  0.054
C: -3.69 -2.05 -1.92  -0.253
C: -4.07 -3.42 -2.33  -0.010
C: -4.44 1.41 -1.73  -0.192
C: -3.69 2.52 -2.13  0.022
C: -4.28 3.77 -2.13  -0.072
C: -5.60 3.93 -1.76  -0.105
C: -6.33 2.83 -1.33  -0.099
C: -5.75 1.58 -1.30  -0.033
H: -5.95 0.01 -3.31  0.078
H: -6.02 -1.77 -3.37  0.088
H: -4.74 -0.89 -4.24  0.106
H: -1.75 -2.22 -0.94  0.101
H: -3.35 -4.12 -1.92  0.085
H: -4.05 -3.52 -3.41  0.088
H: -5.06 -3.68 -1.97  0.082
H: -2.66 2.37 -2.42  0.122
H: -3.70 4.63 -2.44  0.103
H: -6.07 4.91 -1.80  0.094
H: -7.35 2.96 -1.00  0.096
H: -6.30 0.73 -0.93  0.114

(2)
The following is a DFT calculation (the ωB97M-V functional and the def2-TZVPD basis) of 8 unconnected molecules or ions with the total composition C16H58B2N4O6.

Results
Charge   +1
LUMO (spin up / spin down)   -0.1329 / -0.2567 Ha
2S+1   2
HOMO level (spin up / spin down)   -10.95 / -10.88 eV
⟨S²⟩   0.76
Frontier orbital gap (spin up / spin down)   7.33 / 3.90 eV

Each line ends with the Löwdin charge.
CARTESIAN COORDINATES (ANGSTROEM)
O: 0.95 1.21 2.51  0.184
H: 0.57 1.03 1.65  0.009
H: 1.77 0.71 2.58  0.020
H: 0.37 0.89 3.21  0.035
O: -3.11 1.81 -0.24  0.309
H: -2.39 1.22 0.03  0.025
H: -3.87 1.24 -0.38  0.181
H: -3.21 2.52 0.39  0.179
B: 3.26 -0.32 1.95  -0.356
H: 3.35 0.57 2.55  -0.035
H: 3.12 -1.19 2.58  -0.051
H: 2.49 -0.25 1.20  -0.066
H: 4.19 -0.48 1.42  -0.046
B: -0.57 0.81 0.20  -0.356
H: -0.30 1.61 -0.46  -0.026
H: -1.08 1.29 1.02  -0.008
H: -1.25 0.19 -0.35  -0.026
H: 0.28 0.22 0.54  -0.016
C: -4.18 -4.08 -1.52  -0.075
C: -2.81 -3.50 -1.87  -0.364
C: -2.62 -3.13 -3.41  -0.181
O: -1.24 -2.92 -3.63  -0.206
C: -0.97 -2.89 -4.94  -0.146
N: -2.72 -2.23 -1.04  0.031
H: -4.31 -4.49 -0.51  0.081
H: -4.33 -4.95 -2.16  0.075
H: -5.04 -3.48 -1.82  0.082
H: -2.02 -4.20 -1.61  0.128
H: -3.27 -2.32 -3.72  0.131
H: -3.01 -3.97 -3.99  0.124
H: 0.10 -2.67 -4.95  0.087
H: -1.56 -2.12 -5.44  0.103
H: -1.14 -3.87 -5.39  0.103
H: -2.85 -2.39 -0.05  0.067
H: -1.79 -1.86 -1.15  0.008
C: -1.87 1.28 6.25  -0.062
C: -0.64 1.16 5.31  -0.395
C: 0.41 0.29 6.03  -0.178
O: 1.58 0.40 5.20  -0.189
C: 2.62 -0.58 5.43  -0.083
N: -0.96 0.47 4.08  0.041
H: -2.70 1.86 5.84  0.071
H: -1.71 1.92 7.12  0.079
H: -2.26 0.40 6.75  0.084
H: -0.25 2.16 5.13  0.152
H: 0.03 -0.73 6.06  0.128
H: 0.55 0.65 7.04  0.132
H: 2.37 -1.64 5.34  0.091
H: 2.88 -0.55 6.49  0.077
H: 3.59 -0.35 5.00  0.091
H: -1.83 0.90 3.78  0.092
H: -1.32 -0.42 4.39  0.108
C: 2.79 -0.41 -1.74  0.015
C: 1.79 -1.58 -2.19  -0.261
C: 2.49 -2.79 -2.90  -0.146
O: 3.60 -3.22 -2.05  -0.156
C: 4.12 -4.41 -2.56  -0.134
N: 0.88 -1.93 -1.09  0.355
H: 3.74 -0.81 -1.39  0.088
H: 2.36 0.16 -0.91  0.052
H: 3.09 0.31 -2.51  0.084
H: 1.30 -1.17 -3.08  0.161
H: 2.84 -2.49 -3.89  0.135
H: 1.71 -3.54 -3.05  0.117
H: 4.40 -4.44 -3.61  0.094
H: 3.55 -5.30 -2.29  0.093
H: 5.09 -4.54 -2.08  0.097
H: 0.33 -1.17 -0.72  0.060
H: 0.19 -2.64 -1.29  0.114
C: 0.89 3.35 -2.93  -0.050
C: 0.72 4.20 -1.68  -0.432
C: -0.73 4.60 -1.37  -0.202
O: -1.21 5.33 -2.48  -0.171
C: -2.43 5.95 -2.26  -0.114
N: 1.36 3.46 -0.62  0.034
H: 1.90 2.95 -3.03  0.076
H: 0.54 4.00 -3.73  0.082
H: 0.42 2.37 -2.89  0.069
H: 1.37 5.07 -1.67  0.144
H: -0.75 5.13 -0.41  0.120
H: -1.33 3.73 -1.12  0.099
H: -2.43 6.33 -1.23  0.085
H: -3.19 5.17 -2.35  0.079
H: -2.68 6.70 -3.00  0.097
H: 0.99 3.83 0.25  0.070
H: 0.97 2.54 -0.57  0.004

(3)
The following is a DFT calculation (the ωB97M-V functional and the def2-TZVPD basis) of 2 unconnected molecules or ions with the total composition C4H7N3.

Results
LUMO   0.0269 Ha
Energy relative to the best compared isomer or geometry (same formula, charge and spin)   3.319 eV
HOMO level   -8.24 eV
Frontier orbital gap   8.97 eV

Each line ends with the Löwdin charge.
CARTESIAN COORDINATES (ANGSTROEM)
C: -0.43 -0.40 0.63  -0.542
C: -0.40 1.00 -0.13  -0.259
N: -1.45 -1.22 0.22  0.115
C: 0.95 0.20 -1.66  -0.030
C: 0.31 2.02 0.37  -0.025
N: 0.47 -0.66 1.47  0.105
N: 1.67 -0.70 -1.48  0.118
H: -1.44 -2.17 0.55  0.093
H: -2.12 -0.94 -0.47  0.088
H: 0.39 -1.60 1.87  0.043
H: 2.12 -1.56 -1.77  0.086
H: -1.34 1.19 -0.64  0.090
H: 0.02 3.04 0.18  0.055
H: 1.24 1.81 0.88  0.063

(4)
The following is a DFT calculation (the ωB97M-V functional and the def2-TZVPD basis) of C3H6N2OS in the gas phase.

Results
LUMO   -0.0359 Ha
SMILES   [H]/N=C(\N)C(=S)OC
Energy relative to the best compared isomer or geometry (same formula, charge and spin)   3.812 eV
HOMO level   -8.88 eV
Frontier orbital gap   7.90 eV

Each line ends with the Löwdin charge.
CARTESIAN COORDINATES (ANGSTROEM)
H: 2.68 -1.30 0.58  0.110
N: 1.67 -1.42 0.08  0.120
C: 1.24 -0.14 0.01  -0.512
N: 2.04 1.01 0.01  0.013
C: -0.10 0.22 -0.18  -0.718
S: -0.62 1.84 0.06  0.712
O: -0.98 -0.78 -0.29  -0.167
C: -2.43 -0.54 0.10  -0.066
H: 1.63 1.82 -0.52  0.039
H: 2.99 1.09 -0.44  0.120
H: -2.36 -0.19 1.23  0.119
H: -2.74 -1.69 0.06  0.119
H: -3.02 0.08 -0.71  0.112

(5)
The following is a DFT calculation (the ωB97M-V functional and the def2-TZVPD basis) of a molecular structure, C32H46BrCdN3P2S.

Results
Charge   +2
LUMO (spin up / spin down)   -0.2395 / -0.2886 Ha
Energy relative to the best compared isomer or geometry (same formula, charge and spin)   2.192 eV
HOMO level (spin up / spin down)   -12.23 / -12.23 eV
Frontier orbital gap (spin up / spin down)   5.72 / 4.38 eV

Each line ends with the Löwdin charge.
CARTESIAN COORDINATES (ANGSTROEM)
N: 5.29 -7.59 -3.32  0.059
C: 4.97 -7.71 -2.02  -0.123
C: 4.21 -6.75 -1.34  -0.010
C: 3.79 -5.56 -2.03  -0.201
C: 4.18 -5.46 -3.39  -0.014
C: 4.89 -6.52 -4.00  -0.127
C: 3.03 -4.48 -1.36  -0.005
Cd: -0.58 0.66 0.02  1.141
P: -4.58 2.22 -0.33  1.121
C: 2.61 -3.33 -1.97  -0.050
C: 1.63 -2.49 -1.29  -0.230
C: 0.50 -2.02 -1.99  -0.026
C: -0.67 -1.65 -1.27  -0.157
C: -0.51 -1.56 0.11  -0.248
C: 0.63 -1.84 0.81  -0.120
C: 1.74 -2.31 0.09  -0.012
Br: -2.35 0.20 1.95  0.291
H: 2.77 -4.65 -0.29  0.129
H: 2.83 -3.06 -3.00  0.114
H: 4.02 -6.90 -0.27  0.112
H: 3.98 -4.55 -3.97  0.099
H: 5.36 -8.61 -1.51  0.119
H: 5.15 -6.46 -5.07  0.115
H: 0.52 -2.06 -3.08  0.125
H: 2.67 -2.58 0.59  0.135
H: -1.58 -1.41 -1.80  0.098
H: 0.74 -1.70 1.87  0.067
P: 0.95 2.36 -0.76  0.827
C: -4.72 0.58 0.37  -0.542
C: -6.14 0.08 0.28  -0.130
H: -4.43 0.64 1.45  -0.056
H: -4.00 -0.04 -0.18  0.045
H: -6.26 -0.78 0.94  0.092
H: -6.84 0.86 0.58  0.078
H: -6.36 -0.20 -0.74  0.077
C: -4.13 2.04 -2.05  -0.365
C: -4.93 3.08 -2.85  -0.135
H: -4.41 1.01 -2.35  0.103
H: -3.04 2.19 -2.10  0.062
H: -4.80 2.92 -3.93  0.087
H: -6.00 3.03 -2.63  0.082
H: -4.61 4.10 -2.61  0.078
C: -3.68 3.47 0.59  -0.383
C: -4.61 4.11 1.65  -0.124
H: -3.41 4.23 -0.16  0.093
H: -2.78 2.98 1.01  0.038
H: -4.09 4.90 2.20  0.089
H: -5.50 4.56 1.16  0.085
H: -4.99 3.36 2.36  0.082
C: 1.29 3.94 0.08  -0.398
C: 2.65 4.60 -0.10  -0.117
H: 1.08 3.78 1.15  0.071
H: 0.51 4.61 -0.30  0.088
H: 3.46 4.07 0.41  0.075
H: 2.93 4.69 -1.15  0.080
H: 2.60 5.61 0.31  0.094
C: 0.09 2.78 -2.32  -0.419
C: 0.43 1.91 -3.54  -0.135
H: 0.35 3.83 -2.50  0.092
H: -0.99 2.75 -2.11  0.033
H: 1.43 2.15 -3.93  0.087
H: 0.38 0.83 -3.36  0.057
H: -0.30 2.14 -4.34  0.088
C: 2.55 1.69 -1.37  -0.389
C: 3.52 1.07 -0.36  -0.127
H: 3.01 2.56 -1.87  0.092
H: 2.30 0.94 -2.13  0.071
H: 4.03 0.23 -0.84  0.084
H: 4.30 1.79 -0.06  0.082
H: 3.05 0.68 0.55  0.046
N: 2.33 1.81 2.84  0.094
C: 1.62 0.92 3.56  -0.677
N: 0.67 0.15 3.09  0.009
C: 0.15 -0.70 4.06  -0.363
C: -0.85 -1.67 3.89  -0.139
C: -1.53 -2.14 5.02  -0.074
C: -1.02 -1.90 6.30  -0.072
C: 0.11 -1.08 6.47  -0.080
C: 0.67 -0.46 5.36  -0.450
S: 1.99 0.72 5.28  1.084
H: 3.07 2.32 3.30  0.107
H: 2.11 1.99 1.86  0.036
H: -1.09 -2.00 2.89  0.042
H: -2.44 -2.71 4.89  0.108
H: -1.50 -2.34 7.18  0.115
H: 0.54 -0.86 7.45  0.117

(6)
The following is a DFT calculation (the ωB97M-V functional and the def2-TZVPD basis) of 2 unconnected molecules or ions with the total composition C2H10N2.

Results
Charge   -1
LUMO (spin up / spin down)   0.1491 / 0.1598 Ha
Energy relative to the best compared isomer or geometry (same formula, charge and spin)   0.250 eV
2S+1   2
HOMO level (spin up / spin down)   1.40 / -5.12 eV
⟨S²⟩   0.75
Frontier orbital gap (spin up / spin down)   2.66 / 9.47 eV

Each line ends with the Löwdin charge.
CARTESIAN COORDINATES (ANGSTROEM)
C: 0.36 0.39 4.08  -0.308
H: 0.90 0.24 5.02  -0.010
H: -0.63 0.78 4.31  -0.012
H: 0.29 -0.49 3.45  -0.032
H: 0.97 1.15 3.57  -0.025
N: -0.27 0.96 -2.66  -0.077
C: -0.77 -0.37 -2.31  -0.587
N: 0.20 -1.33 -1.83  -0.087
H: 0.49 1.25 -2.05  0.000
H: 0.08 0.99 -3.61  0.012
H: -1.58 -0.21 -1.60  0.060
H: -1.39 -0.82 -3.10  0.081
H: 1.00 -1.40 -2.45  0.016
H: 0.36 -1.14 -0.84  -0.031

> Number 4 is which compound?

C3H6N2OS